(1)
83
Properties=species:S:1:pos:R:3:forces:R:3:lowdin_charge:R:1 method="wB97M-V/def2-TZVPD" gap_ev="6.7 / 6.8" e_homo_ev="-7.04 / -7.21" e_above_lowest_kcal_mol=26.6
Pd -0.05940 0.20750 0.25070 2.9203 -1.4094 -1.5016 0.84
N -1.12530 -1.21150 4.10170 -0.0233 -0.2073 -0.6158 0.19
C -0.31200 -0.21730 4.59750 0.5427 0.5782 -0.3775 -0.18
C -0.03450 0.23490 5.87680 -0.0129 0.0380 0.1470 -0.02
C 0.85200 1.29170 5.99130 -0.2111 -0.2018 0.1477 -0.09
C 1.43860 1.88740 4.87350 0.1078 0.0930 -0.2111 -0.07
C 1.18040 1.43880 3.59560 -0.1005 0.0026 0.0389 0.00
C 0.30320 0.36890 3.46870 -0.0078 -0.0037 0.7787 -0.21
N -0.11140 -0.28820 2.34950 -1.1605 -0.4740 -0.9180 0.08
C -0.97460 -1.21390 2.73940 0.9299 0.9924 0.6318 -0.23
C -1.60710 -2.07870 1.79330 -1.2753 -1.3577 -0.5686 -0.31
C -2.59910 -3.01170 2.00690 0.4739 0.3630 -0.5329 -0.33
S -3.04140 -3.75830 0.52110 0.4508 0.4618 0.2728 1.03
C -1.85580 -2.77800 -0.28440 -0.3739 -0.3369 0.4033 -0.42
N -1.20760 -1.97570 0.48360 -0.1272 -0.2662 0.0588 0.00
H -1.72890 -1.81150 4.63760 0.0575 0.0004 -0.0833 0.17
H -0.49300 -0.21220 6.74490 -0.0348 -0.0246 0.1325 0.11
H 1.08550 1.67390 6.97380 0.0148 0.0194 0.0743 0.10
H 2.10450 2.72390 5.01780 0.0852 0.0786 0.0079 0.11
H 1.60450 1.89580 2.71280 0.0177 0.0466 0.0039 0.11
H -3.08490 -3.27930 2.92270 -0.1262 -0.0451 0.2329 0.07
H -1.68660 -2.87000 -1.34110 0.0337 0.0754 -0.2373 0.09
C 4.21750 -2.69220 -3.29580 0.0123 -0.0123 0.0470 -0.09
C 4.21770 -3.10090 -1.97260 0.0569 -0.1183 -0.1264 -0.08
C 3.62160 -2.32040 -0.99850 -0.1048 0.1630 0.1085 -0.08
C 3.02120 -1.11240 -1.34470 -0.1861 -0.0001 -0.1432 -0.32
C 3.01420 -0.71140 -2.68150 -0.1524 0.0467 0.1496 -0.09
C 3.61410 -1.49550 -3.64630 0.0498 -0.0372 -0.1717 -0.07
P 2.25780 0.01080 -0.13680 -0.4183 0.0919 0.7276 1.08
C 3.05710 1.60140 -0.52690 -0.1815 0.0013 0.0163 -0.34
C 2.31370 2.77030 -0.41220 -0.1783 -0.1416 0.0385 -0.09
C 2.90100 4.00300 -0.63900 0.1327 0.0789 0.0099 -0.07
C 4.24130 4.07560 -0.97810 -0.0745 0.0484 0.0152 -0.08
C 4.98790 2.91340 -1.09940 0.1477 0.0103 -0.0058 -0.08
C 4.40300 1.67890 -0.87960 -0.1192 -0.0678 0.0073 -0.09
C 3.03870 -0.48670 1.44210 -0.0539 -0.0663 -0.0447 -0.35
C 2.51890 -1.63750 2.03670 0.0425 -0.0132 -0.1213 -0.15
C 2.98730 -2.07470 3.25980 0.0102 -0.0851 0.1041 -0.08
C 3.96590 -1.35140 3.92380 0.0548 0.0475 0.0020 -0.08
C 4.48270 -0.20460 3.34630 0.0904 -0.0264 0.1631 -0.08
C 4.02440 0.22880 2.11340 -0.0459 -0.0211 -0.1925 -0.08
H 4.68810 -3.30350 -4.05080 0.0558 -0.0597 -0.0728 0.10
H 4.69390 -4.03070 -1.70130 0.0332 -0.1031 0.0711 0.10
H 3.63690 -2.65020 0.03020 0.0432 0.0036 0.0277 0.09
H 2.51960 0.21160 -2.94380 0.0118 0.0669 -0.0600 0.09
H 3.61940 -1.17470 -4.67850 -0.0452 0.0427 -0.0519 0.11
H 1.26900 2.70630 -0.14540 -0.0497 0.0348 0.0109 0.06
H 2.31440 4.90670 -0.54420 -0.0412 0.0230 -0.0001 0.11
H 4.70230 5.03750 -1.14580 0.0770 0.0742 -0.0416 0.10
H 6.03430 2.97610 -1.35890 0.0942 -0.0361 -0.0508 0.10
H 4.98450 0.77380 -0.97960 0.1049 -0.0754 -0.0285 0.11
H 1.73150 -2.18100 1.52540 -0.0160 -0.0316 0.0281 0.10
H 2.59550 -2.97700 3.70680 -0.0953 -0.0727 0.0107 0.10
H 4.32370 -1.68070 4.88820 0.0326 -0.0313 0.0728 0.10
H 5.25120 0.35380 3.86240 0.0208 0.0718 0.0147 0.10
H 4.43260 1.13050 1.68040 0.0141 0.0639 -0.0399 0.10
C -1.64360 0.59700 -3.22720 0.3229 0.2088 0.4082 -0.05
C -0.48790 1.33230 -2.52450 -0.5926 0.5548 -0.1962 -0.57
C 0.36010 2.11400 -3.54400 -0.2678 -0.2885 0.4968 -0.05
O 0.29320 0.44070 -1.80440 -0.0454 -0.4010 1.1886 -0.36
H -2.26140 1.29560 -3.78810 -0.1165 0.0488 -0.0829 0.07
H -2.25880 0.10920 -2.46980 -0.0471 -0.0441 -0.0321 0.06
H -1.24250 -0.15200 -3.90830 0.0402 -0.0939 -0.0637 0.07
H -0.94780 2.08670 -1.85530 0.1236 -0.1329 -0.1833 0.10
H 0.77360 1.43400 -4.28310 0.1100 -0.1190 -0.1803 0.07
H 1.17300 2.63170 -3.03920 0.1084 0.0427 0.0293 0.06
H -0.26590 2.84690 -4.04720 -0.0228 0.1110 -0.1487 0.07
O -2.17230 1.03890 0.37540 -0.6792 -0.1816 -0.3388 -0.05
C -1.67190 2.18360 0.46410 0.8868 0.3399 0.6878 -0.66
O -0.45870 2.35450 0.76680 -0.9764 1.5691 0.0630 -0.11
C -2.47910 3.41510 0.22280 -0.3565 0.2479 0.0104 -0.11
C -1.86450 4.52120 -0.36710 -0.0855 -0.2776 0.0938 0.00
C -2.57010 5.68600 -0.56740 -0.4622 0.3303 -0.0117 0.02
C -3.89840 5.75840 -0.14660 0.9262 -1.5238 0.2132 -0.16
C -4.52080 4.66050 0.44730 -0.1220 0.5214 -0.1516 0.02
C -3.81600 3.48660 0.61320 0.4347 0.0001 -0.1330 0.01
N -4.62660 6.97140 -0.32940 -0.8100 1.3129 -0.1801 -0.35
O -4.07320 7.89360 -0.91590 -0.2743 -0.3750 0.2612 0.07
O -5.76760 7.02740 0.11240 0.4481 0.0344 -0.2067 0.07
H -0.83090 4.45360 -0.67400 0.0510 -0.0488 0.0514 0.12
H -2.12250 6.54870 -1.03760 0.0273 -0.0066 0.0092 0.12
H -5.54800 4.75430 0.76190 -0.0539 -0.0235 0.0194 0.12
H -4.27800 2.62130 1.06060 -0.0699 -0.0982 0.0186 0.12

(2)
85
Properties=species:S:1:pos:R:3:forces:R:3:lowdin_charge:R:1 method="wB97M-V/def2-TZVPD" gap_ev=2.4 multiplicity=2 charge=+1 e_homo_ev=-8.84 e_above_lowest_kcal_mol=74.4
Au -0.59270 2.11216 -0.37829 0.2071 0.4405 0.1334 0.84
O -2.15370 0.82269 -0.02420 -0.1287 -0.2524 0.1293 -0.52
P -2.37375 -0.66982 0.05402 -0.0102 0.1673 -0.1580 0.77
C -1.36309 -1.59574 1.25281 0.1116 -0.0568 0.0534 -0.29
P 0.31775 -0.93092 1.53935 -0.1162 -0.0089 -0.4054 0.70
O 0.79645 -0.14301 0.37064 0.1168 -0.1893 0.0850 -0.37
C 1.33942 -2.36596 1.86989 0.0198 -0.0525 0.0286 -0.29
C 1.46721 -2.92483 3.13896 -0.0205 -0.0115 0.0039 -0.07
C 2.24142 -4.06052 3.31947 -0.0012 0.0068 0.0080 -0.07
C 2.89245 -4.63262 2.23491 -0.0047 0.0073 -0.0067 -0.06
C 2.77515 -4.07212 0.96966 -0.0039 -0.0171 0.0220 -0.06
C 1.99846 -2.93972 0.78252 0.0176 0.0468 -0.0267 -0.06
C 0.28823 0.02215 3.06623 0.0518 0.0404 0.0607 -0.30
C 1.37306 0.82455 3.28072 0.1265 -0.1517 0.0296 -0.09
C 1.48774 1.61343 4.43633 -0.0370 -0.0096 -0.1586 0.02
C 0.51166 1.53305 5.44992 -0.1121 -0.0179 0.1479 -0.05
C -0.57734 0.73967 5.29155 0.0476 0.1358 -0.0222 -0.06
C -0.82629 0.02398 4.02975 -0.3110 0.1064 -0.1876 -0.55
C -2.04134 -1.45164 -1.53235 -0.0389 -0.0053 0.0532 -0.26
C -2.10476 -2.85602 -1.72930 -0.0198 -0.0424 -0.0429 -0.04
C -2.02784 -3.38205 -3.03783 -0.0070 0.0235 0.0439 -0.07
C -1.72865 -2.58419 -4.09214 -0.0460 -0.0838 -0.0076 0.02
C -1.33477 -1.16313 -3.88034 -0.1347 -0.0364 -0.1899 -0.24
C -1.78591 -0.61937 -2.57231 -0.1882 0.2217 0.2195 0.01
C -4.07423 -0.94773 0.52406 0.1588 0.5102 -0.1012 -0.29
C -4.93195 0.14688 0.58899 0.0325 0.0680 -0.0226 -0.06
C -6.26316 -0.04515 0.92861 0.2061 0.5064 -0.1015 -0.06
C -6.72908 -1.30898 1.19784 -0.1830 -0.5630 0.1118 -0.06
C -5.87161 -2.40184 1.13684 -0.0789 -0.0666 0.0319 -0.06
C -4.54214 -2.21735 0.80046 -0.1965 -0.5158 0.1181 -0.09
H -1.19354 -2.58514 0.82091 -0.0335 -0.0426 0.0077 0.07
H -1.93258 -1.73533 2.17132 0.0244 0.0383 0.0515 0.06
H 0.97712 -2.46975 3.99258 -0.0029 -0.0086 0.0041 0.10
H 2.34478 -4.49264 4.30555 0.0024 -0.0051 0.0021 0.11
H 3.50120 -5.51535 2.37843 0.0033 -0.0007 0.0007 0.11
H 3.29512 -4.51412 0.13041 0.0007 0.0045 -0.0049 0.11
H 1.91802 -2.48238 -0.19725 -0.0101 0.0008 0.0116 0.11
H 2.17373 0.84357 2.55266 -0.0439 -0.1193 0.1111 0.10
H 2.35310 2.24874 4.56531 0.0153 0.0033 0.0119 0.12
H 0.64339 2.09113 6.36657 0.0054 0.0124 -0.0053 0.12
H -1.32573 0.65372 6.06733 -0.0306 0.0293 -0.0070 0.12
H -1.30167 -0.94318 4.18048 0.1614 -0.1104 0.0877 0.10
H -2.29370 -3.52972 -0.90510 -0.0095 -0.0147 0.0278 0.09
H -2.21891 -4.43598 -3.19054 0.0029 -0.0011 -0.0045 0.11
H -1.66903 -2.98000 -5.09697 -0.0038 -0.0085 0.0084 0.12
H -1.63315 -0.51445 -4.70345 -0.0688 0.0204 -0.0176 0.16
H -1.81919 0.45557 -2.45207 -0.0023 -0.1251 -0.0085 0.10
H -4.55395 1.13870 0.37991 0.0098 0.0010 -0.0141 0.11
H -6.93157 0.80274 0.98230 0.0015 0.0358 -0.0087 0.11
H -7.76818 -1.45543 1.46000 -0.0103 -0.0268 0.0088 0.11
H -6.24104 -3.39548 1.35213 -0.0031 0.0050 -0.0012 0.11
H -3.88196 -3.07603 0.75906 -0.0105 -0.0169 0.0087 0.10
C -0.43812 4.59360 -2.57956 -0.0098 -0.1487 -0.0280 -0.03
C 0.78116 4.38544 -1.77907 0.3775 0.3054 0.0655 -0.32
C 2.05881 5.00888 -1.92071 -0.6058 -0.0122 -0.2277 -0.01
C 2.87844 4.46761 -0.97180 -0.1184 -0.4207 0.5319 -0.02
C 2.09707 3.51236 -0.24877 0.5509 0.1699 0.0801 -0.38
C 2.52592 2.65182 0.86878 -0.1082 0.1873 -0.2861 -0.06
N 0.83535 3.49609 -0.75377 -0.0833 -0.2560 -0.3308 -0.13
H -0.35708 5.48968 -3.19013 -0.0003 -0.0006 -0.0062 0.09
H -1.31150 4.66879 -1.92599 0.0053 0.0076 -0.0694 0.03
H -0.58308 3.72809 -3.23955 -0.0599 0.0564 0.0115 0.08
H 2.29314 5.76558 -2.65075 0.0020 0.0061 -0.0136 0.11
H 3.90940 4.70312 -0.76471 0.0103 0.0123 0.0081 0.11
H 3.32132 3.13134 1.43966 0.0520 -0.0115 -0.0076 0.10
H 2.88801 1.68465 0.49501 -0.0424 -0.0601 0.0587 0.09
H 1.67975 2.42540 1.52278 -0.0085 0.1688 -0.0672 0.01
I 6.96950 -0.68314 -2.73795 0.0409 -0.0083 0.0060 0.89
C 4.92406 -0.47928 -3.06353 -0.0724 0.0156 0.0039 -0.74
C 4.21202 0.48383 -2.36064 0.0315 -0.0054 0.0072 -0.14
C 2.85273 0.61972 -2.58405 0.0697 0.0212 0.0034 -0.01
C 2.20570 -0.21140 -3.48527 -0.0839 0.0302 0.0356 -0.12
C 2.91943 -1.18372 -4.17426 -0.0069 -0.0709 0.0248 -0.01
C 4.28555 -1.31054 -3.97436 -0.0157 -0.0080 -0.0131 -0.14
C 0.73672 -0.03160 -3.65349 0.3296 0.3256 -0.1930 -0.43
O 0.12710 -1.20079 -3.87717 0.1397 -0.0946 0.0091 0.06
O 0.16078 1.03001 -3.58854 0.1307 -0.1784 0.0954 0.10
H 4.71861 1.11925 -1.64696 -0.0145 0.0302 -0.0039 0.09
H 2.27013 1.35179 -2.04725 -0.0375 0.1778 0.0840 0.10
H 2.40991 -1.84065 -4.86606 0.0100 0.0031 -0.0160 0.12
H 4.84810 -2.05473 -4.52049 -0.0019 -0.0018 -0.0050 0.10
Cl -2.27307 0.92931 3.20124 0.0846 -0.0177 0.1803 0.62
Ge -0.81681 4.17895 1.79909 0.0686 -0.0324 -0.0620 0.20
Cl 0.67444 5.80821 1.71554 -0.0131 -0.0793 0.0006 -0.01
Cl -2.41238 5.12733 0.62641 -0.0763 0.0179 0.0041 -0.03

(3)
87
Properties=species:S:1:pos:R:3:forces:R:3:lowdin_charge:R:1 method="wB97M-V/def2-TZVPD" gap_ev=3.8 charge=-1 e_homo_ev=-4.38
C 0.60331 1.01298 -2.59467 0.3595 -1.7175 -0.1013 -0.14
C 0.01087 -0.53592 -2.62578 -1.1681 -2.1381 -0.3321 -0.21
C -0.81479 -0.99679 -3.97006 0.2396 -3.6185 3.4815 -0.05
C -1.40035 -2.53488 -4.00364 2.4462 1.6987 3.5152 -0.05
C -1.16279 -3.52074 -2.71160 1.1312 1.6895 -0.7626 -0.15
C -1.83302 -5.04265 -2.81776 1.0697 0.8105 0.0012 -0.24
B -3.20102 -4.98454 -1.86826 0.5279 -0.6109 -0.4747 -0.60
P -4.52552 -3.72657 -2.55831 -0.0963 2.6481 0.6707 0.70
N -4.33998 -2.23228 -1.88933 -0.6023 -1.6170 -2.0875 -0.25
O -6.13475 -4.38864 -2.20083 0.7327 1.8357 -2.3717 -0.32
O -4.44511 -3.56454 -4.29884 -0.4512 0.9212 1.1446 -0.32
C -0.33164 -3.06074 -1.37481 -0.6664 2.7007 -3.6154 -0.03
C 0.27960 -1.53838 -1.34494 -2.2532 -1.6742 -3.0250 -0.04
H -0.06604 1.69053 -3.27478 1.3210 -1.2149 1.4545 0.07
H 1.70556 0.94090 -3.03623 -2.3359 0.4634 0.9494 0.08
H 0.67774 1.38466 -1.48022 -0.2708 -0.6380 -2.3616 0.06
H -1.03811 -0.31389 -4.90295 0.7009 -1.2637 2.2674 0.07
H -1.98802 -2.95170 -4.93005 1.3144 0.9027 2.1007 0.08
H -2.03798 -5.37857 -3.92010 0.5924 0.9654 1.8711 0.09
H -1.14611 -5.87599 -2.32568 -1.0889 1.9445 -1.0104 0.09
H -2.82188 -4.56559 -0.81081 -0.3771 0.3715 0.2799 0.02
H -3.68761 -6.06057 -1.69612 -0.2689 -0.4702 -0.2004 0.00
H -4.18242 -1.53140 -2.64711 -0.2116 -0.5490 0.8329 -0.07
H -6.73932 -3.84131 -2.80573 1.1132 -0.9798 1.3574 0.06
H -4.39584 -2.59347 -4.56665 -0.1509 -1.8575 0.9444 0.06
H -0.22384 -3.85864 -0.49582 -0.1996 2.1173 -2.1195 0.10
H 0.90725 -1.18140 -0.39996 -1.4994 -0.6847 -2.3643 0.06
C 3.50519 4.54342 -1.28577 0.1068 0.5040 -0.1570 0.04
C 3.26170 5.79702 -0.89142 0.1701 -0.3012 -0.2130 0.02
C 2.39836 6.08005 0.27209 -0.1338 0.5600 0.2529 -0.38
O 2.17334 7.22721 0.63253 0.0851 -0.5125 -0.2756 0.07
C 1.81616 4.92473 0.98348 -0.0753 -0.4251 0.0416 0.02
C 2.05965 3.67112 0.58912 -0.2098 0.3518 0.2949 0.03
C 2.92300 3.38809 -0.57438 0.1384 -1.0580 -0.2526 -0.36
O 3.14801 2.24094 -0.93482 -0.2937 0.9577 0.4973 0.08
H 4.13548 4.31841 -2.13745 -0.0195 -0.0878 0.0251 0.12
H 3.68188 6.65511 -1.40226 -0.0291 -0.0033 0.0320 0.12
H 1.18587 5.14973 1.83515 0.0577 0.0348 -0.0316 0.12
H 1.63947 2.81304 1.09996 0.0269 -0.0146 -0.0484 0.12
C 4.91012 7.38318 4.96498 0.2651 0.2337 0.3484 0.02
C 5.30955 8.56242 5.45096 -0.0018 -0.5045 0.0191 0.02
C 4.89004 9.83123 4.82377 0.1952 0.8325 0.2216 -0.39
O 5.25678 10.91096 5.26672 -0.1931 -0.6702 -0.2285 0.09
C 4.01123 9.74650 3.64042 -0.1589 -0.2928 -0.2068 0.02
C 3.61180 8.56726 3.15444 -0.0738 0.5123 -0.0994 0.03
C 4.03131 7.29846 3.78162 -0.2969 -0.7044 -0.3639 -0.37
O 3.66458 6.21873 3.33868 0.2796 0.6132 0.3279 0.10
H 5.20922 6.44326 5.41256 -0.0235 0.0005 -0.0293 0.12
H 5.95356 8.64131 6.31862 -0.0206 0.0343 -0.0301 0.12
H 3.71213 10.68642 3.19284 0.0237 -0.0107 0.0346 0.12
H 2.96779 8.48838 2.28678 0.0237 -0.0746 0.0388 0.10
C 1.98526 -1.67802 4.04680 0.0076 -0.1561 0.4858 0.02
C 1.29737 -2.01169 5.14307 0.4619 0.0708 -0.2396 0.02
C -0.17826 -1.97495 5.16225 -0.5901 -0.2131 0.6247 -0.39
O -0.80864 -2.27827 6.16582 0.4578 0.1954 -0.5702 0.09
C -0.86391 -1.55701 3.92330 0.0486 0.1436 -0.3844 0.03
C -0.17602 -1.22334 2.82704 -0.4004 -0.0196 0.1692 0.03
C 1.29962 -1.26007 2.80785 0.3020 0.1857 -0.7484 -0.38
O 1.92999 -0.95675 1.80428 -0.2733 -0.1287 0.6878 0.08
H 3.06779 -1.69882 4.01608 -0.0190 0.0005 -0.0332 0.12
H 1.78562 -2.32105 6.05943 -0.0463 0.0001 -0.0121 0.12
H -1.94644 -1.53620 3.95402 0.0333 -0.0270 0.0044 0.13
H -0.66427 -0.91397 1.91067 0.0171 -0.0546 -0.0415 0.13
C -9.00374 -5.67157 -1.25048 0.1442 0.1816 0.2056 0.03
C -9.13590 -5.09348 -0.05271 0.1530 -0.0828 -0.2934 0.03
C -10.38188 -5.22480 0.72800 0.1808 0.4284 0.6674 -0.39
O -10.50444 -4.69436 1.82350 -0.0626 -0.3396 -0.5863 0.09
C -11.47491 -6.02059 0.13487 -0.2260 -0.3009 -0.3844 0.01
C -11.34275 -6.59869 -1.06290 -0.3348 0.0739 0.4219 0.01
C -10.09677 -6.46737 -1.84361 0.2830 -0.2705 -0.7175 -0.38
O -9.97420 -6.99781 -2.93911 -0.2122 0.2828 0.6676 0.10
H -8.09693 -5.58455 -1.83646 0.0964 0.0005 0.0579 0.10
H -8.34311 -4.50720 0.39628 0.0051 -0.0167 -0.0488 0.13
H -12.38172 -6.10761 0.72085 0.0222 0.0194 0.0166 0.12
H -12.13553 -7.18497 -1.51189 0.0294 0.0040 -0.0120 0.12
C 8.05309 -0.48248 -2.37410 -0.0987 0.3338 -0.3726 0.02
C 7.27550 0.47474 -2.88928 0.4228 -0.3309 -0.0388 0.02
C 6.08265 0.96277 -2.16946 -0.6865 0.6883 -0.3474 -0.37
O 5.36925 1.83745 -2.64116 0.8145 -0.5423 0.1487 0.09
C 5.78346 0.35352 -0.85831 0.0366 -0.2689 0.4449 0.03
C 6.56105 -0.60370 -0.34313 -0.2812 0.2883 -0.0460 0.02
C 7.75391 -1.09173 -1.06295 0.3835 -0.6303 0.4239 -0.39
O 8.46731 -1.96641 -0.59125 -0.3605 0.5280 -0.3090 0.09
H 8.93119 -0.85233 -2.88928 -0.0128 -0.0214 0.0380 0.12
H 7.48198 0.93210 -3.84949 -0.0418 -0.0010 0.0254 0.12
H 4.90537 0.72336 -0.34313 -0.0217 -0.0195 -0.0958 0.11
H 6.35458 -1.06107 0.61708 0.0175 -0.0115 -0.0507 0.12